Molecular formula: C27H72O9
Method: DFT, wB97M-V/def2-TZVPD

## Properties
- net charge = 0
- energy relative to the best compared isomer or geometry (same formula, charge and spin) (kJ/mol) = 418.5
- HOMO energy (eV) = -9.9

Element x y z (Å)
C: 7.37 -3.32 -0.06
C: 5.92 -2.86 -0.41
C: 5.55 -3.26 -1.82
O: 5.06 -3.47 0.48
H: 8.16 -2.95 -0.72
H: 7.30 -4.40 -0.19
H: 7.73 -3.07 0.94
H: 5.80 -1.78 -0.29
H: 4.46 -3.25 -1.92
H: 5.85 -4.30 -1.98
H: 6.02 -2.67 -2.60
H: 5.23 -2.95 1.27
C: 4.51 4.65 -2.32
C: 4.32 5.17 -0.82
C: 5.08 6.45 -0.57
O: 2.94 5.43 -0.71
H: 5.57 4.62 -2.58
H: 4.10 5.38 -3.02
H: 4.06 3.69 -2.58
H: 4.68 4.31 -0.26
H: 6.09 6.40 -0.97
H: 5.25 6.70 0.48
H: 4.67 7.31 -1.10
H: 2.76 6.24 -1.19
C: -9.91 -5.28 -5.56
C: -9.20 -5.62 -4.24
C: -8.19 -4.56 -3.81
O: -10.23 -5.64 -3.24
H: -9.29 -4.89 -6.36
H: -10.66 -4.51 -5.43
H: -10.45 -6.14 -5.96
H: -8.71 -6.59 -4.32
H: -7.75 -4.83 -2.85
H: -8.50 -3.53 -3.68
H: -7.41 -4.60 -4.57
H: -9.75 -5.74 -2.42
C: -1.48 -1.35 1.07
C: -1.14 -0.06 0.29
C: -2.20 0.28 -0.76
O: -0.93 0.98 1.16
H: -1.38 -2.20 0.41
H: -2.50 -1.37 1.48
H: -0.84 -1.51 1.94
H: -0.14 -0.14 -0.13
H: -2.32 -0.52 -1.48
H: -1.97 1.20 -1.30
H: -3.19 0.39 -0.31
H: -0.49 1.66 0.64
C: -5.50 -0.92 -11.19
C: -5.99 -0.83 -9.66
C: -5.27 0.30 -8.87
O: -7.40 -0.53 -9.65
H: -5.84 -1.89 -11.55
H: -4.42 -0.88 -11.23
H: -5.97 -0.22 -11.89
H: -5.82 -1.80 -9.18
H: -5.38 1.30 -9.29
H: -4.20 0.12 -8.76
H: -5.70 0.26 -7.87
H: -7.90 -1.10 -10.24
C: -3.11 1.43 7.70
C: -1.74 0.83 8.13
C: -1.73 -0.73 8.20
O: -0.78 1.28 7.25
H: -3.39 1.20 6.67
H: -3.06 2.51 7.68
H: -3.88 1.18 8.43
H: -1.56 1.26 9.12
H: -0.75 -1.10 7.93
H: -2.41 -1.27 7.53
H: -2.07 -0.99 9.20
H: -1.00 1.04 6.34
C: 4.72 -7.49 5.27
C: 3.60 -8.30 4.55
C: 2.24 -7.68 4.96
O: 3.71 -8.12 3.16
H: 4.99 -6.61 4.69
H: 5.59 -8.15 5.35
H: 4.39 -7.28 6.29
H: 3.64 -9.36 4.82
H: 2.20 -6.59 4.88
H: 2.07 -7.79 6.03
H: 1.37 -8.11 4.46
H: 3.70 -7.16 3.09
C: 6.50 2.24 5.93
C: 6.22 0.80 6.40
C: 5.85 0.67 7.88
O: 5.08 0.27 5.68
H: 7.40 2.63 6.41
H: 5.67 2.89 6.20
H: 6.62 2.28 4.85
H: 7.07 0.16 6.17
H: 6.73 0.79 8.50
H: 5.22 -0.19 8.11
H: 5.23 1.54 8.09
H: 4.33 0.63 6.15
C: -1.48 8.66 -4.47
C: -1.34 9.82 -3.46
C: -2.47 9.82 -2.38
O: -0.07 9.83 -2.91
H: -0.59 8.58 -5.08
H: -2.35 8.72 -5.14
H: -1.51 7.73 -3.90
H: -1.40 10.72 -4.07
H: -2.36 10.71 -1.76
H: -2.29 8.98 -1.71
H: -3.52 9.72 -2.67
H: 0.25 10.73 -2.78


Molecular formula: C27H72O9
Method: DFT, wB97M-V/def2-TZVPD

## Properties
- net charge = 0
- energy relative to the best compared isomer or geometry (same formula, charge and spin) (kJ/mol) = 341.2
- HOMO energy (eV) = -9.7

Element x y z (Å)
C: 0.09 5.47 1.77
C: -1.28 5.52 2.54
C: -1.10 5.31 4.08
O: -1.86 6.80 2.33
H: 0.39 4.42 1.74
H: 0.86 5.96 2.35
H: -0.03 5.80 0.74
H: -1.93 4.72 2.21
H: -0.38 6.01 4.51
H: -0.69 4.32 4.24
H: -2.08 5.37 4.54
H: -2.15 6.90 1.42
C: -0.79 0.55 -7.57
C: -1.22 -0.60 -6.65
C: -1.19 -0.10 -5.23
O: -2.45 -1.08 -7.03
H: -1.58 1.30 -7.68
H: -0.65 0.11 -8.56
H: 0.14 1.02 -7.27
H: -0.53 -1.45 -6.60
H: -1.66 -0.72 -4.47
H: -1.67 0.88 -5.13
H: -0.16 0.07 -4.91
H: -3.03 -0.31 -6.97
C: 5.51 0.80 -1.84
C: 4.21 0.62 -2.66
C: 2.99 1.60 -2.38
O: 4.53 0.62 -3.96
H: 5.37 0.68 -0.76
H: 6.02 1.75 -1.94
H: 6.26 0.04 -2.08
H: 3.88 -0.38 -2.42
H: 2.15 1.48 -3.06
H: 3.36 2.62 -2.47
H: 2.66 1.42 -1.36
H: 3.72 0.36 -4.40
C: 5.39 -2.50 0.39
C: 5.33 -1.38 1.51
C: 3.90 -1.00 1.88
O: 5.93 -1.89 2.67
H: 5.01 -2.13 -0.56
H: 4.89 -3.42 0.66
H: 6.44 -2.72 0.17
H: 5.81 -0.48 1.13
H: 3.44 -0.63 0.97
H: 3.82 -0.31 2.73
H: 3.32 -1.89 2.12
H: 6.88 -2.00 2.54
C: -4.72 2.23 -2.46
C: -4.99 1.66 -1.05
C: -4.69 2.64 0.09
O: -6.33 1.24 -0.99
H: -5.04 3.26 -2.57
H: -5.29 1.64 -3.18
H: -3.66 2.13 -2.68
H: -4.38 0.78 -0.87
H: -4.84 2.21 1.09
H: -5.42 3.44 0.02
H: -3.75 3.17 -0.03
H: -6.47 0.96 -0.08
C: -0.05 -2.38 4.89
C: 0.65 -2.34 3.52
C: -0.33 -2.82 2.47
O: 0.89 -1.06 3.03
H: -0.89 -1.69 4.95
H: 0.64 -2.17 5.70
H: -0.45 -3.36 5.09
H: 1.59 -2.88 3.59
H: -0.80 -3.74 2.82
H: 0.12 -3.07 1.51
H: -1.12 -2.09 2.26
H: 1.48 -0.67 3.68
C: 1.33 -3.41 -1.24
C: 2.63 -3.45 -2.10
C: 3.52 -4.62 -1.83
O: 2.03 -3.55 -3.35
H: 0.59 -2.65 -1.50
H: 1.58 -3.35 -0.18
H: 0.73 -4.30 -1.45
H: 3.16 -2.50 -2.08
H: 4.01 -4.56 -0.86
H: 4.34 -4.64 -2.55
H: 3.07 -5.62 -1.84
H: 1.83 -4.48 -3.50
C: -3.80 -0.01 3.53
C: -4.03 -1.46 3.99
C: -4.08 -1.59 5.47
O: -5.27 -1.89 3.48
H: -2.98 0.53 4.01
H: -4.67 0.63 3.70
H: -3.47 0.08 2.50
H: -3.25 -1.99 3.46
H: -5.04 -1.19 5.80
H: -3.32 -0.99 5.97
H: -4.08 -2.63 5.78
H: -5.44 -2.77 3.82
C: -1.31 0.96 0.86
C: -0.49 0.06 0.00
C: -0.49 0.53 -1.52
O: 0.79 -0.13 0.46
H: -0.80 1.92 0.89
H: -1.27 0.67 1.92
H: -2.33 1.03 0.51
H: -0.90 -0.94 0.13
H: 0.32 0.16 -2.14
H: -0.23 1.59 -1.59
H: -1.49 0.50 -1.96
H: 0.79 -0.54 1.32